[1]
C39H43ClP2PmSi2 | ωB97M-V/def2-TZVPD

As for the frontier orbital gap (spin up / spin down): 5.88 / 5.94 eV. The calculation puts the strongest force on any atom at 0.0387 hartree/bohr. The value obtained for the HOMO energy (spin up / spin down) is -9.1 / -9.0 eV. As for the expectation value of S²: 6.0131.

The geometry in ORCA input format:
```
! RIJCOSX wB97M-V def2-TZVPD def2/J DEFGRID3
* xyz 1 5
C 1.07 1.07 -1.85
C 0.93 -0.34 -1.96
C -0.43 -0.63 -2.29
H 1.74 -1.07 -1.87
C -1.13 0.61 -2.38
C -0.20 1.66 -2.13
H -0.39 2.73 -2.21
H 1.99 1.63 -1.69
H -0.86 -1.61 -2.47
H -2.18 0.74 -2.64
Pm -0.49 0.32 0.07
Si -1.88 -2.30 0.98
C -0.85 -3.84 0.97
C -1.04 -4.81 1.97
H -1.79 -4.64 2.75
C -0.27 -5.97 1.97
H -0.43 -6.71 2.76
C 0.68 -6.18 0.97
H 1.28 -7.10 0.98
C 0.90 -5.21 -0.01
H 1.68 -5.35 -0.76
C 0.16 -4.03 -0.01
H 0.35 -3.26 -0.76
C -3.19 -2.32 -0.33
C -3.31 -3.39 -1.24
H -2.65 -4.25 -1.16
C -4.28 -3.33 -2.25
H -4.35 -4.15 -2.97
C -5.13 -2.22 -2.35
H -5.88 -2.18 -3.15
C -5.03 -1.18 -1.43
H -5.69 -0.31 -1.51
C -4.08 -1.22 -0.42
H -4.02 -0.41 0.32
H -2.56 -2.16 2.30
Si -5.27 -5.91 3.72
C -6.50 -5.69 2.34
C -6.89 -6.78 1.54
H -6.48 -7.78 1.72
C -7.80 -6.59 0.49
H -8.08 -7.44 -0.14
C -8.33 -5.32 0.24
H -9.03 -5.17 -0.59
C -7.97 -4.25 1.06
H -8.40 -3.26 0.88
C -7.07 -4.43 2.11
H -6.80 -3.59 2.74
C -4.19 -7.36 3.30
C -3.47 -7.40 2.11
H -3.55 -6.58 1.38
C -2.62 -8.48 1.83
H -2.04 -8.48 0.91
C -2.52 -9.54 2.73
H -1.86 -10.38 2.52
C -3.28 -9.53 3.91
H -3.21 -10.36 4.61
C -4.11 -8.44 4.20
H -4.71 -8.43 5.11
H -5.94 -6.11 5.03
Cl -4.19 -4.17 3.90
C -0.23 3.45 3.55
P -0.15 2.23 2.21
C -1.37 2.90 0.98
C 1.44 2.73 1.41
C 1.56 3.99 0.82
C 2.78 4.39 0.31
C 3.92 3.59 0.47
C 3.80 2.31 0.99
C 2.54 1.81 1.33
P 2.12 0.03 1.07
C 3.68 -0.66 0.48
C 1.96 -0.81 2.68
H -1.06 3.21 4.22
H -0.37 4.45 3.12
H 0.69 3.44 4.15
H -1.27 3.99 1.11
H -1.22 2.68 -0.10
H -2.38 2.60 1.28
H 0.69 4.64 0.71
H 2.85 5.35 -0.21
H 4.89 3.97 0.18
H 4.69 1.68 1.11
H 4.44 -0.54 1.26
H 3.53 -1.72 0.27
H 4.01 -0.16 -0.44
H 2.92 -0.66 3.19
H 1.13 -0.38 3.27
H 1.77 -1.88 2.48
*
```


[2]
C23H49N2OP3STl | ωB97M-V/def2-TZVPD

As for the frontier orbital gap (spin up / spin down): 4.47 / 3.32 eV. The calculation puts the strongest force on any atom at 0.0770 hartree/bohr. Its energy above the lowest of the compared OMol25 structures with the same formula, charge and spin is 75.1 kJ/mol. The value obtained for the HOMO energy (spin up / spin down) is -15.3 / -15.3 eV.

The geometry in ORCA input format:
```
! RIJCOSX wB97M-V def2-TZVPD def2/J DEFGRID3
* xyz 3 1
Tl -0.57 -3.37 -3.01
P -0.23 2.34 0.35
P -3.08 -1.14 -1.26
P 3.18 1.88 0.12
H 0.65 -3.19 -5.80
C 1.23 -3.11 -4.86
C 1.58 -4.24 -4.15
H 1.30 -5.23 -4.55
C -0.64 3.69 -0.74
C -1.70 1.46 0.89
C 0.65 2.92 1.84
C -4.33 -2.23 -2.06
C -3.60 -1.30 0.49
C -3.90 0.48 -1.62
C 4.47 1.21 -0.98
C 3.95 1.78 1.78
C 3.39 3.67 -0.32
H 1.68 -2.13 -4.67
H 2.37 -4.22 -3.38
H -0.94 4.58 -0.18
H -1.45 3.38 -1.41
H 0.25 3.90 -1.35
H -2.31 2.07 1.58
H -1.44 0.52 1.41
H -2.30 1.21 0.01
H -0.06 3.42 2.52
H 1.44 3.63 1.54
H 1.10 2.06 2.36
H -5.33 -1.82 -1.94
H -4.27 -3.22 -1.58
H -4.09 -2.31 -3.12
H -4.05 -0.35 0.80
H -2.72 -1.49 1.13
H -4.33 -2.11 0.60
H -4.91 0.29 -2.02
H -3.29 1.03 -2.35
H -4.00 1.07 -0.70
H 5.45 1.32 -0.51
H 4.42 1.77 -1.92
H 4.27 0.16 -1.19
H 5.04 1.83 1.68
H 3.66 0.82 2.25
H 3.57 2.60 2.42
H 4.47 3.88 -0.34
H 2.89 4.34 0.40
H 2.96 3.83 -1.32
C 0.06 1.21 -3.49
C -0.45 2.32 -4.22
C -1.50 2.12 -5.12
C -2.12 0.87 -5.25
C -1.52 -0.27 -4.63
C -0.42 -0.07 -3.80
S 1.30 1.34 -2.33
H 0.63 1.55 -0.69
H 0.06 3.28 -4.09
H -1.87 2.96 -5.73
H -3.05 0.75 -5.81
H -1.91 -1.27 -4.78
H 0.13 -0.93 -3.42
C -0.81 0.29 4.89
N -0.14 -0.97 4.66
C 1.07 -1.21 5.40
C 1.32 -2.69 5.52
C 1.18 -3.42 4.20
N 0.67 -2.55 3.17
C 0.65 -3.08 1.83
C -0.21 -1.51 3.39
O -0.96 -1.09 2.50
H -0.88 0.44 5.97
H -1.81 0.28 4.46
H -0.26 1.15 4.47
H 1.93 -0.73 4.90
H 0.93 -0.75 6.38
H 0.62 -3.13 6.23
H 2.32 -2.85 5.91
H 0.53 -4.31 4.33
H 2.15 -3.79 3.86
H 1.49 -3.76 1.72
H -0.29 -3.62 1.62
H 0.75 -2.26 1.10
*
```